[1]
C17H29BCl12I3NO5PS | wB97M-V/def2-TZVPD

Summary:
Charge: +1
Molecular weight: 1207.42 g mol⁻¹
Gap between HOMO and LUMO: 0.2625 hartree
Total energy: -225194.871 eV

Structure (XYZ):
```
70
Properties=species:S:1:pos:R:3:mulliken_charge:R:1
C 5.05 3.46 -1.53 -0.94
C 4.10 2.74 -2.48 -0.25
S 3.99 0.99 -2.02 -0.04
C 2.24 0.61 -2.18 -1.19
C 1.44 0.34 -0.86 0.31
I 2.73 0.93 0.84 0.15
C 0.40 1.33 -0.54 -1.48
N -0.65 0.84 0.01 0.90
C -1.79 1.62 0.52 -1.07
I -1.07 3.42 1.44 0.19
C -2.95 1.99 -0.46 -0.34
C -4.22 1.16 -0.28 -0.85
I -2.36 2.11 -2.50 -0.01
C -0.52 -0.66 0.22 -0.20
C -0.25 -0.86 1.72 -1.33
C -1.81 -1.40 -0.11 -2.07
O -2.72 -1.26 0.95 0.08
C -3.56 -2.40 1.12 -0.75
C 0.67 -1.01 -0.74 2.06
B 0.02 -1.46 -2.16 0.87
O -0.08 -0.56 -3.18 -0.80
O -0.38 -2.76 -2.28 -0.68
P 1.55 -2.65 -0.19 -0.11
O 2.79 -2.62 -1.24 -0.57
O 2.32 -2.26 1.18 -0.50
H 4.75 3.33 -0.49 0.22
H 6.06 3.08 -1.65 0.18
H 5.06 4.53 -1.74 0.32
H 3.11 3.20 -2.45 0.29
H 4.50 2.81 -3.49 0.34
H 2.18 -0.27 -2.81 0.62
H 1.77 1.44 -2.70 0.59
H 0.53 2.39 -0.74 0.76
H -2.18 1.04 1.34 0.65
H -3.22 3.01 -0.23 0.82
H -5.06 1.72 -0.69 0.28
H -4.39 0.97 0.78 0.29
H -4.19 0.21 -0.81 0.09
H -0.86 -0.19 2.31 0.02
H 0.78 -0.69 1.99 0.41
H -0.50 -1.89 2.00 0.49
H -2.26 -1.02 -1.03 0.25
H -1.54 -2.45 -0.24 0.96
H -4.11 -2.27 2.05 0.09
H -2.97 -3.31 1.20 0.37
H -4.27 -2.47 0.29 0.28
H -0.61 -0.84 -3.93 0.26
H -1.14 -2.90 -2.87 0.34
H 2.93 -1.83 -1.78 0.38
H 3.27 -2.14 1.06 0.34
C -6.13 1.39 -4.08 0.21
Cl -5.47 -0.16 -3.54 -0.10
Cl -6.89 1.24 -5.65 -0.11
Cl -7.25 2.04 -2.88 -0.12
H -5.30 2.09 -4.17 0.11
C -3.17 -2.83 5.31 -0.03
Cl -2.61 -1.34 4.55 -0.07
Cl -4.73 -3.32 4.66 -0.12
Cl -1.98 -4.11 5.11 -0.12
H -3.28 -2.65 6.37 0.32
C 0.35 -3.79 8.17 0.13
Cl -0.96 -2.61 8.22 -0.12
Cl 1.78 -3.17 8.98 -0.12
Cl -0.17 -5.32 8.87 -0.11
H 0.60 -3.96 7.13 0.23
C 8.60 3.89 -3.61 -0.03
Cl 7.75 2.34 -3.66 -0.10
Cl 7.48 5.23 -3.85 -0.11
Cl 9.48 4.06 -2.10 -0.11
H 9.31 3.90 -4.42 0.36
```

---

[2]
C17H29BNO4P2Re | wB97M-V/def2-TZVPD

Summary:
Spin multiplicity: 4
Relative energy (zero: lowest compared OMol25 entry of this formula, charge and spin): 19.0 kcal/mol
Charge: +1
Molecular weight: 570.39 g mol⁻¹
Gap between HOMO and LUMO (spin up / spin down): 0.2294 / 0.2524 hartree
Total energy: -49157.702 eV

Structure (XYZ):
```
55
Properties=species:S:1:pos:R:3:mulliken_charge:R:1
C 0.78 -1.88 -3.94 -0.69
C 0.86 -1.41 -2.63 0.64
N -0.27 -0.97 -2.01 0.11
C -1.50 -1.26 -2.52 0.47
C -1.60 -1.74 -3.83 -0.68
C -0.45 -2.02 -4.56 -0.48
C 2.15 -1.41 -1.86 -1.66
P 1.92 -0.66 -0.16 1.48
Re -0.14 0.12 -0.22 -0.20
P -2.27 -0.39 0.03 1.48
C -2.71 -1.08 -1.65 -1.38
O 2.33 4.01 -3.07 -0.58
O -0.34 2.34 -0.37 -0.65
H 1.72 -2.13 -4.44 0.49
H -2.60 -1.87 -4.23 0.49
H -0.52 -2.37 -5.59 0.43
C 2.58 -1.96 0.93 -1.39
C 3.25 0.59 -0.12 -1.39
H -3.43 -0.39 -2.12 0.48
H -3.23 -2.03 -1.48 0.45
H 2.87 -0.90 -2.33 0.68
H 2.50 -2.44 -1.69 0.46
C -2.95 -1.58 1.22 -1.40
C -3.49 0.96 0.16 -1.52
H -2.91 3.31 2.46 -0.04
H -0.04 2.84 0.43 0.38
H 3.09 4.40 -3.38 0.28
H 1.76 3.91 -3.85 0.31
H -0.20 -1.41 0.29 -0.39
H 0.44 2.38 -1.14 0.37
H 3.67 -1.83 1.04 0.42
H 2.10 -1.87 1.91 0.10
H 2.35 -2.94 0.50 0.53
H 4.21 0.08 0.01 0.49
H 3.25 1.17 -1.05 0.42
H 3.07 1.26 0.73 0.15
H -4.41 0.65 -0.35 0.58
H -3.67 1.16 1.22 0.31
H -3.09 1.87 -0.31 0.34
H -3.95 -1.91 0.90 0.51
H -2.27 -2.44 1.29 0.36
H -2.99 -1.08 2.19 0.32
O -2.08 1.32 3.31 -0.65
B -1.98 2.56 2.63 0.57
O -0.63 2.83 2.29 -0.77
C 0.10 1.86 2.95 0.62
C 1.45 1.63 2.88 -0.71
C 1.91 0.41 3.40 -0.70
C 1.03 -0.51 3.97 -0.52
C -0.35 -0.26 4.05 -0.57
C -0.79 0.94 3.53 0.43
H 2.11 2.37 2.43 0.77
H 2.98 0.19 3.36 0.45
H 1.41 -1.45 4.37 0.49
H -1.06 -0.97 4.47 0.50
```

---

[3]
C17H29FeN2S | wB97M-V/def2-TZVPD

Summary:
Spin multiplicity: 6
Charge: +2
Molecular weight: 349.34 g mol⁻¹
Gap between HOMO and LUMO (spin up / spin down): 0.3468 / 0.2532 hartree
Total energy: -66285.775 eV

Structure (XYZ):
```
50
Properties=species:S:1:pos:R:3:mulliken_charge:R:1
C 1.95 3.21 0.46 -1.44
H 1.99 4.11 1.07 0.38
H 2.60 3.38 -0.38 0.44
H 2.43 2.47 1.05 0.41
C 0.53 2.89 -0.19 1.56
H 0.60 1.89 -0.60 -0.85
H -0.21 2.63 0.54 -0.23
C -0.05 3.83 -1.23 -1.28
H -1.16 3.82 -1.25 0.35
H 0.25 4.87 -1.10 0.39
H 0.30 3.65 -2.28 0.25
C -1.09 -2.39 -1.24 0.60
C -1.51 -1.31 -2.16 0.68
C -0.33 -0.52 -2.47 0.70
C 0.78 -1.08 -1.78 0.92
C 0.34 -2.18 -0.99 0.69
C 1.26 -2.93 -0.08 -1.29
C 2.18 -0.61 -1.92 -1.83
C -0.18 0.61 -3.42 -1.73
C -2.88 -0.95 -2.61 -1.37
C -1.95 -3.33 -0.48 -1.02
Fe -0.96 -0.59 -0.28 0.19
H 2.82 -0.84 -1.07 0.44
H 2.64 -1.13 -2.77 0.41
H 2.29 0.46 -2.15 0.27
H 2.22 -2.42 0.00 0.31
H 0.86 -3.03 0.94 0.08
H 1.48 -3.94 -0.44 0.33
H -2.98 -2.94 -0.42 0.28
H -2.01 -4.33 -0.94 0.34
H -1.55 -3.47 0.53 0.24
H -2.89 0.05 -3.07 0.32
H -3.24 -1.66 -3.37 0.36
H -3.61 -1.00 -1.78 0.32
H 0.67 1.27 -3.18 0.18
H 0.05 0.20 -4.40 0.36
H -1.07 1.23 -3.53 0.47
C -0.30 -1.84 3.64 -0.50
N -0.07 -0.40 3.63 0.17
C 0.71 0.28 4.56 -0.11
C 0.70 1.60 4.20 -0.59
N -0.10 1.69 3.06 0.12
C -0.61 0.47 2.75 0.14
S -1.89 0.14 1.67 -0.40
H -1.38 -2.06 3.65 0.35
H 0.13 -2.30 2.73 0.08
H 0.16 -2.27 4.54 0.33
H 1.17 -0.22 5.39 0.44
H 1.21 2.43 4.64 0.45
H -0.31 2.54 2.54 0.27
```

---

[4]
C17H29KNO10 | wB97M-V/def2-TZVPD

Summary:
Relative energy (zero: lowest compared OMol25 entry of this formula, charge and spin): 0.0 kcal/mol
Charge: -1
Molecular weight: 446.51 g mol⁻¹
Gap between HOMO and LUMO: 0.1471 hartree
Total energy: -56389.584 eV

Structure (XYZ):
```
58
Properties=species:S:1:pos:R:3:mulliken_charge:R:1
K 20.38 -7.13 -16.31 0.96
C 21.96 -7.44 -20.90 -0.89
C 21.55 -6.94 -19.65 0.30
C 20.90 -5.52 -19.59 0.42
O 20.46 -5.10 -18.49 -0.73
C 20.83 -4.81 -20.80 -0.73
C 21.32 -5.29 -22.01 0.38
C 21.92 -6.69 -22.06 0.59
O 22.44 -7.11 -23.12 -0.75
O 21.28 -4.59 -23.05 -0.75
O 21.73 -7.60 -18.59 -0.64
H 22.50 -8.38 -20.89 0.35
H 20.40 -3.81 -20.77 0.39
C 24.66 -7.66 -15.69 -1.22
C 23.84 -7.33 -14.45 0.47
O 23.99 -5.98 -14.04 -0.41
C 23.19 -5.09 -14.61 0.53
O 22.29 -5.36 -15.35 -0.43
O 23.58 -3.89 -14.21 -0.40
C 22.94 -2.79 -14.86 -0.69
H 24.29 -7.14 -16.57 0.25
H 24.63 -8.73 -15.90 0.40
H 25.70 -7.37 -15.55 0.36
H 24.19 -7.96 -13.63 0.27
H 22.77 -7.54 -14.57 -0.18
H 22.54 -3.03 -15.84 0.31
H 23.66 -1.98 -14.97 0.31
H 22.18 -2.40 -14.19 0.27
C 19.50 -3.70 -14.73 -0.78
O 18.84 -4.92 -14.90 -0.17
C 18.24 -5.37 -13.71 -0.67
C 17.92 -6.87 -13.64 -0.76
N 19.12 -7.73 -13.58 0.01
C 18.83 -9.16 -13.68 -0.70
C 20.15 -9.92 -13.64 -0.69
O 20.94 -9.55 -14.74 0.08
C 22.10 -10.34 -14.92 -0.84
H 19.88 -3.33 -15.67 0.27
H 20.30 -3.81 -13.99 0.21
H 18.85 -2.95 -14.25 0.41
H 17.27 -4.84 -13.66 0.38
H 18.77 -5.06 -12.80 0.40
H 17.29 -7.11 -14.50 0.32
H 17.41 -7.05 -12.69 0.38
H 19.63 -7.62 -12.72 0.21
H 18.26 -9.33 -14.60 0.28
H 18.24 -9.59 -12.85 0.34
H 19.98 -11.00 -13.68 0.41
H 20.67 -9.75 -12.68 0.35
H 22.66 -9.86 -15.72 0.07
H 21.88 -11.38 -15.18 0.36
H 22.74 -10.27 -14.03 0.36
C 18.72 -8.81 -18.34 -0.87
O 17.94 -8.67 -17.15 -0.42
H 18.74 -7.85 -18.86 0.36
H 19.72 -9.21 -18.25 0.33
H 18.15 -9.42 -19.05 0.37
H 17.06 -8.38 -17.38 0.24
```